A molecular structure, CBr2ClNO2. Source: the OMol25 dataset; level of theory: wB97M-V/def2-TZVPD.

Structure (XYZ):
```
7
Properties=species:S:1:pos:R:3
C 0.458 0.013 0.358
N -0.940 -0.240 -0.448
O -0.887 -0.878 -1.478
O -1.863 0.360 0.008
Cl 0.293 -0.115 2.046
Br 1.074 1.961 -0.120
Br 1.865 -1.101 -0.366
```

2S+1: 1
E_HOMO: -10.8 eV
energy: -159225.429 eV
LUMO level: -1.243 eV
energy above the lowest of the compared OMol25 structures with the same formula, charge and spin: 0.000 eV
Kohn-Sham gap: 9.529 eV

Results of the Mulliken charge analysis, in e, for atoms 1 through 4:
1 C 0.12
2 N 0.81
3 O -0.47
4 O -0.44